Formula: C16H38BBaF6N2O16P2
Source: the OMol25 dataset
Level of theory: wB97M-V/def2-TZVPD

The expectation value of S² is 0.7502. The strongest force on any atom is 6.08 eV Å⁻¹. For the total energy, the calculation gives -89196.0740 eV. Its orbital gap (spin up / spin down) is 3.745 / 10.276 eV.

ORCA input file:
```
! RIJCOSX wB97M-V def2-TZVPD def2/J DEFGRID3
* xyz 0 2
C -3.77 3.45 3.44
C 1.71 -2.32 4.69
H 1.74 -4.70 -5.32
O 3.34 -0.72 -0.94
O 0.47 -1.08 2.91
O 1.40 -1.06 -3.45
C 4.28 -2.10 1.67
O -0.32 -3.07 3.65
O 1.92 -2.83 -0.23
H 5.24 -1.72 2.02
O 4.39 -2.65 0.40
F 1.90 -3.62 5.02
H -0.04 2.32 -0.15
O -0.14 7.78 -1.79
H 2.72 -4.50 0.81
O -0.05 -2.83 -2.18
C -3.94 3.78 1.92
C 4.79 -2.75 -2.81
H -4.29 0.38 0.21
F -4.75 4.07 4.10
C 1.27 -4.22 -4.47
H -2.16 0.39 -3.53
C 0.54 -2.21 3.68
C -4.05 2.47 -0.18
C 1.82 -4.19 0.27
C -2.00 -0.59 -3.06
H -1.91 -2.83 -1.29
H -1.82 0.07 2.91
O -3.98 4.97 1.44
P 0.24 -1.97 -3.55
H -2.94 -1.13 -3.15
O 3.71 -3.06 -1.99
H 4.05 -2.88 2.40
H -0.92 3.13 2.87
O -1.12 -1.22 -3.93
F -3.80 2.15 3.64
H -0.34 4.61 -2.00
N -0.36 6.70 -1.32
H -3.27 3.15 -0.54
B 0.22 1.80 -1.06
C -1.29 -3.48 -1.92
N 0.85 3.81 3.78
H 5.65 -3.34 -2.51
H 4.57 -2.95 -3.86
H -0.16 -1.91 1.10
O 0.72 3.16 4.81
H 1.59 -4.79 -0.61
H -0.91 5.79 -3.22
C -3.74 0.99 -0.50
H -1.90 5.19 -1.84
O 0.50 -3.03 -4.70
P 3.33 -2.16 -0.75
H 0.98 -4.25 0.96
H 2.05 -4.02 -3.73
F -2.64 4.02 3.90
H -4.09 0.84 -1.52
Ba 2.54 1.24 -2.76
H -1.91 -3.80 -2.76
O 1.53 4.78 3.72
H -5.03 2.87 -0.44
H -2.41 -0.52 1.40
H -0.03 4.28 1.91
C -0.38 -1.05 1.73
H 0.95 1.04 -0.81
C 0.09 3.42 2.57
F 2.85 -1.85 4.11
C -1.83 -0.82 2.27
F 1.26 -1.64 5.80
H 0.61 2.50 -1.78
H -2.66 0.86 -0.41
H 0.03 -0.30 1.04
H 4.89 -1.66 -2.81
H -2.24 -1.71 2.74
H 3.58 -1.28 1.77
O -4.00 2.62 1.21
H 0.73 -4.99 -3.91
H -0.69 1.37 -1.45
H -1.62 -0.48 -2.04
O -0.19 6.44 -0.12
H 0.70 2.69 2.03
C -0.91 5.53 -2.16
H -1.14 -4.38 -1.33
*
```

Löwdin atomic charge list, values in e, 8 entries: atom 1 (C): -0.5597, atom 2 (C): -0.4621, atom 3 (H): 0.1001, atom 4 (O): -0.3942, atom 5 (O): -0.0021, atom 6 (O): -0.4653, atom 7 (C): -0.1415, atom 8 (O): 0.1302